Computed, not measured: 7 unconnected molecules or ions with the total composition H13O6S, with ωB97M-V/def2-TZVPD.

Each line ends with the natural charge from an NBO analysis.
Atoms and positions in Å:
1 S -1.725 -0.521 -1.628  -1.033
2 H -1.262 -1.061 -2.746  0.118
3 H 0.233 0.714 -1.872  0.501
4 H 1.391 0.990 -0.711  0.507
5 O 1.038 1.273 -1.703  -1.036
6 H 0.139 0.537 2.211  0.501
7 H 0.588 1.943 1.718  0.514
8 O 0.891 1.161 2.277  -1.011
9 H 2.061 0.246 1.531  0.492
10 H 1.864 -1.059 0.873  0.467
11 O 2.308 -0.238 0.728  -0.982
12 H -1.426 -0.822 0.675  0.512
13 H -2.294 -0.946 2.068  0.482
14 O -1.398 -0.670 1.637  -1.017
15 H -0.005 2.285 -0.585  0.505
16 H -1.037 1.560 0.241  0.489
17 O -0.475 2.363 0.267  -1.001
18 H 0.422 -1.930 -0.151  0.485
19 H 0.500 -3.118 -1.088  0.478
20 O 0.940 -2.764 -0.221  -0.972

Calculated values
Total charge   -1
Energy   -23333.5506 eV
Relative energy (zero: lowest compared OMol25 entry of this formula, charge and spin)   86.7 kJ/mol
HOMO energy   -0.1627 Eh
Maximum force   3.93 eV/A